The following is a DFT calculation (ωB97M-V/def2-TZVPD) of a structure of composition AlB2H8 at a distorted geometry.

Properties
- Net charge: +1
- Molecular weight: 56.670 g mol⁻¹
- ΔE to the lowest compared entry with this formula, charge and spin: 0.283 eV

The geometry in XYZ format:
```
11
Properties=species:S:1:pos:R:3:forces:R:3:lowdin_charge:R:1
Al -0.005707 -1.263419 0.484306 0.0 6.2 -2.3 1.32
B 0.713065 -0.439199 -1.405517 -1.0 -0.6 2.4 -0.21
H -0.306528 -0.780775 -1.494925 -4.9 -1.5 -0.8 0.01
H 1.319910 -1.271196 -1.083409 3.6 -4.5 1.1 0.00
H 1.113226 0.125616 -2.233223 1.5 1.2 -3.3 0.08
H 0.745254 0.260445 -0.584728 0.3 2.6 2.6 -0.04
B -0.724997 0.728855 1.283418 0.7 -0.3 -1.8 -0.19
H -1.064022 -0.165950 1.782044 -2.7 -5.3 3.3 0.00
H -1.008404 1.641765 1.783913 -0.9 2.6 2.5 0.06
H 0.329615 0.521457 1.188419 4.9 -0.1 -0.1 -0.03
H -1.111411 0.642401 0.279704 -1.5 -0.3 -3.7 0.00
```
Positions in Å, forces in eV/Å.